Entry 1:
The following is a quantum chemistry calculation of a 3-piece molecular cluster, C9H26N4O3 overall at a distorted geometry, from the Open Molecules 2025 dataset.

ORCA input file:
```
! wB97M-V def2-TZVPD RIJCOSX def2/J DEFGRID3
* xyz -1 2
C -0.64 -0.84 -0.41
O -1.73 -1.20 -0.65
N 0.24 -1.59 0.16
N -0.15 0.30 -0.74
H -0.17 -2.35 0.70
H 1.07 -1.06 0.35
H -0.87 0.99 -0.88
H 0.84 0.44 -0.65
C -2.67 2.45 -0.07
C -3.76 1.78 -0.87
C -3.37 1.52 -2.36
O -3.59 2.79 -2.96
C -2.88 2.96 -4.16
N -4.07 0.47 -0.29
H -1.80 1.80 -0.05
H -2.99 2.59 0.96
H -2.35 3.44 -0.41
H -4.70 2.34 -0.84
H -4.04 0.75 -2.75
H -2.36 1.10 -2.42
H -2.71 2.15 -4.88
H -1.99 3.39 -3.70
H -3.40 3.82 -4.59
H -4.66 -0.14 -0.84
H -3.21 -0.06 -0.31
C 3.76 -2.29 0.27
C 4.01 -1.14 1.24
C 3.29 -1.22 2.66
O 1.87 -1.41 2.47
C 1.12 -1.80 3.59
N 5.47 -1.01 1.32
H 2.75 -2.21 -0.14
H 3.81 -3.27 0.76
H 4.52 -2.33 -0.51
H 3.74 -0.13 0.92
H 3.59 -0.35 3.25
H 3.70 -2.08 3.19
H 1.27 -2.87 3.76
H 0.10 -1.68 3.21
H 1.26 -1.23 4.50
H 5.82 -1.03 0.37
H 5.88 -1.81 1.78
*
```

Values from the calculation:
**Frontier orbital gap (alpha / beta)**: 2.3 / 9.1 eV
**HOMO (alpha / beta)**: 0.87 / -6.02 eV
**LUMO energy (alpha / beta)**: 3.159 / 3.075 eV
**Expectation value of S²**: 0.75

=====

Entry 2:
The following is a quantum chemistry calculation of a 11-piece molecular cluster, C3H30N2O10 overall at a distorted geometry, from the Open Molecules 2025 dataset.

ORCA input file:
```
! wB97M-V def2-TZVPD RIJCOSX def2/J DEFGRID3
* xyz 0 1
N 0.33 0.43 2.65
C 0.88 -0.90 2.37
C -0.17 -2.02 2.51
C 0.07 -3.17 1.56
N -0.55 -2.81 0.26
H -0.11 0.54 3.54
H -0.43 0.47 1.98
H 1.31 -0.92 1.36
H 1.71 -1.09 3.04
H -1.10 -1.52 2.30
H -0.17 -2.38 3.54
H 1.10 -3.56 1.46
H -0.22 -4.17 1.90
H -0.92 -3.64 -0.24
H 0.17 -2.50 -0.41
O -2.02 0.04 0.68
H -2.72 0.23 0.03
H -1.79 -0.89 0.49
O -3.20 1.41 -1.59
H -3.97 1.05 -1.21
H -2.46 0.89 -1.96
O 1.48 -1.36 -2.20
H 2.28 -0.88 -1.88
H 1.29 -0.95 -3.03
O 1.41 4.30 0.67
H 1.01 4.96 1.17
H 1.32 3.56 1.33
O -0.95 0.54 -4.00
H -1.79 0.95 -4.25
H -0.33 1.26 -3.86
O 1.31 1.36 -2.24
H 2.09 0.98 -1.85
H 0.90 1.87 -1.55
O -2.06 -1.27 -2.05
H -1.59 -1.76 -1.36
H -1.38 -0.89 -2.60
O -3.87 -0.55 2.94
H -4.18 -1.44 2.55
H -3.45 -0.05 2.23
O 3.91 0.60 -1.10
H 3.97 1.11 -0.24
H 4.01 1.18 -1.85
O 3.63 2.24 1.14
H 2.74 2.23 1.47
H 3.84 3.15 1.14
*
```

Values from the calculation:
**SMILES string**: NCCCN.O.O.O.O.O.O.O.O.O.O
**Frontier orbital gap**: 9.5 eV
**HOMO**: -9.31 eV
**LUMO energy**: 0.227 eV
**ΔE to the lowest compared entry with this formula, charge and spin**: 0.000 eV

=====

Entry 3:
The following is a quantum chemistry calculation of C30H75BF4N5O10 as an isolated structure at a distorted geometry, from the Open Molecules 2025 dataset.

ORCA input file:
```
! wB97M-V def2-TZVPD RIJCOSX def2/J DEFGRID3
* xyz -1 1
B 40.96 7.58 30.70
F 41.05 8.34 31.83
F 39.78 7.90 30.09
F 42.08 7.87 29.87
F 41.04 6.27 30.99
C 41.94 2.15 18.82
O 41.89 3.25 19.41
C 41.61 3.26 20.87
C 42.17 4.62 21.28
N 41.99 4.73 22.79
C 42.49 6.02 23.39
C 42.08 6.14 24.82
O 42.42 7.39 25.28
C 41.76 7.72 26.50
H 42.16 2.09 17.80
H 40.95 1.63 18.77
H 42.67 1.34 19.18
H 42.18 2.51 21.20
H 40.54 2.93 21.05
H 41.42 5.36 20.84
H 43.26 4.83 21.26
H 42.85 4.15 23.09
H 42.12 6.76 22.89
H 43.61 6.28 23.42
H 42.62 5.39 25.50
H 41.18 5.89 24.93
H 42.11 7.01 27.13
H 40.61 7.54 26.35
H 42.18 8.84 26.66
C 40.81 3.58 28.09
O 41.86 2.91 28.39
C 42.95 3.68 28.82
C 44.12 2.62 29.06
N 45.39 3.35 29.24
C 46.42 2.40 29.67
C 47.70 3.24 29.92
O 48.71 2.36 30.17
C 49.96 3.00 30.06
H 39.80 2.90 27.90
H 40.95 4.09 27.18
H 40.55 4.30 28.81
H 42.86 4.25 29.87
H 43.12 4.25 27.92
H 43.95 1.68 28.30
H 43.97 1.99 29.96
H 45.23 4.07 29.98
H 46.53 1.59 28.72
H 46.12 2.07 30.76
H 47.59 4.15 30.60
H 47.76 3.60 28.83
H 50.13 3.94 30.56
H 50.08 3.25 29.02
H 50.97 2.26 30.53
C 41.68 12.80 28.59
O 41.09 12.48 29.56
C 40.07 11.58 29.24
C 39.44 11.21 30.58
N 38.33 10.30 30.25
C 37.90 9.64 31.53
C 36.95 8.45 31.24
O 36.41 7.79 32.47
C 37.41 7.13 33.23
H 42.17 11.96 28.23
H 42.40 13.44 29.22
H 41.28 13.49 27.88
H 40.61 10.74 28.95
H 39.03 11.74 28.74
H 39.04 12.30 30.86
H 40.21 10.95 31.21
H 38.91 9.40 29.90
H 37.51 10.31 32.08
H 38.83 9.37 32.13
H 37.57 7.72 30.67
H 36.13 8.74 30.58
H 37.60 7.84 34.17
H 38.23 7.08 32.81
H 36.97 6.29 33.67
C 50.49 15.00 37.69
O 50.10 14.22 36.81
C 48.64 14.17 36.70
C 48.24 13.14 35.72
N 46.96 13.21 35.18
C 46.64 12.06 34.18
C 45.15 12.12 33.89
O 44.85 10.88 33.38
C 43.49 10.79 32.75
H 50.04 14.79 38.52
H 50.42 16.00 37.41
H 51.52 14.66 37.74
H 48.36 15.26 36.35
H 48.04 13.79 37.66
H 48.23 12.14 35.88
H 49.15 13.19 34.87
H 46.83 14.03 34.67
H 47.03 11.18 34.71
H 47.30 11.90 33.49
H 44.77 13.01 33.13
H 44.51 12.32 34.82
H 42.79 11.22 33.47
H 43.27 9.74 32.81
H 43.54 11.18 31.84
C 46.70 12.14 29.42
O 46.67 10.92 29.22
C 45.75 10.14 29.99
C 45.97 8.66 29.68
N 45.04 7.91 30.55
C 45.03 6.46 30.38
C 44.44 5.81 31.65
O 44.64 4.44 31.66
C 44.08 3.75 32.64
H 47.45 12.61 28.92
H 46.92 12.32 30.55
H 45.64 12.25 29.11
H 44.63 10.53 29.83
H 45.93 10.43 31.00
H 47.11 8.40 29.83
H 45.79 8.30 28.71
H 43.96 8.22 30.53
H 46.10 6.03 30.10
H 44.44 6.15 29.61
H 43.30 5.98 31.82
H 44.99 6.21 32.43
H 44.58 2.87 32.87
H 43.00 3.56 32.48
H 44.23 4.28 33.69
*
```

Values from the calculation:
**Frontier orbital gap**: 8.5 eV
**HOMO**: -6.24 eV
**LUMO energy**: 2.252 eV
**ΔE to the lowest compared entry with this formula, charge and spin**: 2.437 eV

=====

Entry 4:
The following is a quantum chemistry calculation of an isolated ion of composition C7H8N3O3 and charge -1 at a distorted geometry, from the Open Molecules 2025 dataset.

ORCA input file:
```
! wB97M-V def2-TZVPD RIJCOSX def2/J DEFGRID3
* xyz -1 1
C 3.60 -0.36 -0.16
C 3.06 1.06 0.07
O 1.67 1.05 -0.15
C 0.87 0.36 0.82
O 1.39 -0.12 1.83
N -0.40 0.32 0.49
C -1.10 1.04 -0.31
O -1.24 2.19 -0.66
N -2.47 0.23 -0.87
C -2.43 -1.16 -0.87
C -3.17 -0.49 0.23
C -4.61 -0.65 0.22
N -5.75 -0.68 0.38
H 3.07 -0.95 0.44
H 3.62 -0.64 -1.11
H 4.71 -0.35 0.15
H 3.36 1.77 -0.67
H 3.10 1.44 1.17
H -1.46 -1.81 -0.57
H -2.88 -1.70 -1.75
H -2.96 -0.55 1.31
*
```

Values from the calculation:
**SMILES string**: CCO/C([O-])=N\C(=O)N1C[C@@H]1C#N
**Frontier orbital gap**: 9.2 eV
**HOMO**: -5.65 eV
**LUMO energy**: 3.568 eV
**ΔE to the lowest compared entry with this formula, charge and spin**: 1.285 eV

=====

Entry 5:
The following is a quantum chemistry calculation of the molecule C5H12N2O at a distorted geometry, from the Open Molecules 2025 dataset.

ORCA input file:
```
! wB97M-V def2-TZVPD RIJCOSX def2/J DEFGRID3
* xyz 0 1
C 2.36 1.73 0.97
C 0.85 0.93 0.74
N 1.01 -0.36 0.08
C -1.29 -1.44 0.86
C -0.38 -1.02 -0.20
C -1.19 -0.53 -1.41
N -2.21 0.48 -0.99
O 0.03 -0.45 -2.35
H 2.27 2.77 1.14
H 2.89 1.54 0.03
H 2.89 1.24 1.82
H 0.15 0.88 1.76
H 0.32 1.55 0.01
H 0.78 -0.31 -1.59
H -1.61 -0.62 1.48
H -0.82 -2.18 1.53
H -2.17 -1.84 0.36
H -0.05 -1.98 -0.67
H -1.46 -1.50 -1.80
H -2.37 1.11 -1.77
*
```

Values from the calculation:
**Frontier orbital gap**: 4.9 eV
**HOMO**: -8.33 eV
**LUMO energy**: -3.401 eV
**ΔE to the lowest compared entry with this formula, charge and spin**: 9.729 eV

=====

Entry 6:
The following is a quantum chemistry calculation of an isolated ion of composition C5H9N and charge -1 at a distorted geometry, from the Open Molecules 2025 dataset.

ORCA input file:
```
! wB97M-V def2-TZVPD RIJCOSX def2/J DEFGRID3
* xyz -1 2
C 1.91 0.56 -1.04
N 1.02 -0.38 -0.34
C -0.11 0.05 0.34
C -0.24 1.25 0.94
C -2.30 -1.05 0.29
C -0.98 -1.16 0.62
H 1.27 1.32 -1.53
H 2.60 0.11 -1.77
H 2.48 1.12 -0.26
H 0.93 -1.27 -0.81
H 0.51 2.00 0.71
H -1.04 1.45 1.63
H -3.05 -1.83 0.43
H -2.54 -0.23 -0.37
H -0.46 -1.95 1.16
*
```

Values from the calculation:
**Frontier orbital gap (alpha / beta)**: 2.8 / 8.4 eV
**HOMO (alpha / beta)**: 1.36 / -4.20 eV
**LUMO energy (alpha / beta)**: 4.127 / 4.192 eV
**Expectation value of S²**: 0.75
**ΔE to the lowest compared entry with this formula, charge and spin**: 0.803 eV

=====

Entry 7:
The following is a quantum chemistry calculation of a 13-piece molecular cluster, C39H104O13 overall at a distorted geometry, from the Open Molecules 2025 dataset.

ORCA input file:
```
! wB97M-V def2-TZVPD RIJCOSX def2/J DEFGRID3
* xyz 0 1
C 1.31 0.73 1.57
C 0.01 0.35 0.94
C 0.31 -0.22 -0.47
O -0.61 -0.52 1.78
H 1.29 0.59 2.65
H 1.69 1.74 1.40
H 2.08 -0.01 1.34
H -0.64 1.19 0.73
H 0.78 0.45 -1.19
H -0.65 -0.40 -0.96
H 0.84 -1.17 -0.48
H 0.07 -0.96 2.29
C -5.19 -2.76 0.66
C -3.67 -2.38 0.28
C -3.34 -1.86 -1.23
O -3.26 -1.27 1.02
H -5.27 -3.11 1.69
H -5.54 -3.61 0.08
H -5.91 -1.94 0.67
H -2.95 -3.19 0.40
H -3.58 -2.71 -1.87
H -2.29 -1.60 -1.31
H -4.09 -1.13 -1.53
H -2.35 -1.39 1.29
C 0.47 4.82 -2.57
C 1.58 5.92 -2.73
C 1.16 7.27 -3.30
O 2.20 6.01 -1.40
H -0.15 5.17 -1.75
H 0.91 3.91 -2.16
H -0.07 4.70 -3.51
H 2.29 5.52 -3.45
H 0.41 7.81 -2.73
H 0.66 7.09 -4.25
H 2.07 7.84 -3.52
H 1.80 6.77 -0.98
C -1.40 -6.08 -0.06
C -2.29 -6.81 0.96
C -3.67 -7.00 0.35
O -1.72 -8.10 1.16
H -1.66 -6.36 -1.08
H -0.33 -6.27 0.08
H -1.47 -5.00 -0.05
H -2.45 -6.21 1.86
H -3.75 -8.01 -0.06
H -3.86 -6.23 -0.40
H -4.50 -6.95 1.05
H -2.36 -8.71 1.53
C 1.43 -3.15 1.56
C 1.17 -3.35 3.08
C 2.48 -3.94 3.67
O 0.92 -2.11 3.71
H 2.06 -2.34 1.19
H 0.47 -2.88 1.14
H 1.78 -4.10 1.16
H 0.28 -3.96 3.27
H 2.56 -3.89 4.75
H 3.35 -3.44 3.23
H 2.65 -5.00 3.46
H 0.25 -2.18 4.39
C 5.05 -2.05 0.32
C 4.47 -2.92 -0.77
C 5.33 -2.78 -2.01
O 4.70 -4.23 -0.33
H 6.13 -2.19 0.37
H 4.75 -2.34 1.32
H 4.84 -1.01 0.05
H 3.42 -2.72 -0.97
H 6.41 -2.76 -1.83
H 5.15 -1.99 -2.74
H 5.20 -3.67 -2.61
H 4.34 -4.24 0.55
C -4.11 -1.47 -6.49
C -3.59 -0.12 -5.92
C -2.12 0.18 -6.09
O -4.22 0.95 -6.67
H -5.18 -1.32 -6.59
H -3.87 -2.34 -5.89
H -3.69 -1.62 -7.49
H -3.88 -0.04 -4.88
H -1.89 1.17 -5.69
H -1.74 -0.01 -7.09
H -1.56 -0.45 -5.39
H -4.56 0.69 -7.53
C -4.58 3.39 -0.65
C -5.82 2.49 -0.68
C -5.42 1.06 -0.85
O -6.54 2.66 0.50
H -3.90 3.09 0.16
H -4.90 4.42 -0.51
H -3.98 3.20 -1.54
H -6.45 2.77 -1.52
H -4.66 0.84 -0.10
H -5.08 0.85 -1.87
H -6.31 0.43 -0.85
H -6.30 1.95 1.09
C 6.82 4.51 -0.35
C 5.32 4.53 -0.61
C 4.42 4.35 0.61
O 5.09 5.78 -1.15
H 7.09 3.71 0.33
H 7.10 5.45 0.13
H 7.33 4.29 -1.29
H 5.14 3.69 -1.28
H 4.71 3.45 1.17
H 3.40 4.28 0.24
H 4.51 5.14 1.36
H 4.14 5.82 -1.30
C -1.13 -3.19 -3.68
C 0.29 -3.67 -3.75
C 1.17 -3.54 -2.54
O 0.21 -5.01 -4.09
H -1.78 -3.88 -3.14
H -1.44 -3.03 -4.72
H -1.08 -2.24 -3.16
H 0.83 -3.18 -4.56
H 1.60 -2.54 -2.43
H 2.06 -4.15 -2.61
H 0.62 -3.82 -1.65
H 1.02 -5.36 -3.72
C -0.36 5.85 0.83
C 0.15 7.24 1.10
C 1.45 7.34 2.03
O 0.37 7.78 -0.17
H 0.43 5.21 0.43
H -1.20 5.86 0.13
H -0.80 5.47 1.75
H -0.64 7.79 1.61
H 1.73 8.38 2.15
H 2.31 6.91 1.52
H 1.41 7.00 3.06
H 0.31 8.73 -0.08
C 7.21 -2.79 5.38
C 6.42 -2.05 4.31
C 6.36 -0.53 4.46
O 6.97 -2.36 2.98
H 7.52 -3.80 5.12
H 6.42 -2.97 6.10
H 8.10 -2.25 5.71
H 5.37 -2.33 4.44
H 5.54 -0.19 3.83
H 7.23 0.04 4.14
H 5.95 -0.38 5.47
H 6.91 -3.32 3.00
C -4.65 1.01 4.47
C -6.03 0.68 3.82
C -7.11 1.74 3.88
O -5.84 0.38 2.44
H -4.26 1.91 4.00
H -3.89 0.24 4.34
H -4.82 1.05 5.54
H -6.30 -0.30 4.23
H -7.55 1.92 4.86
H -7.93 1.64 3.17
H -6.58 2.68 3.75
H -5.40 -0.45 2.26
*
```

Values from the calculation:
**Frontier orbital gap**: 9.6 eV
**HOMO**: -9.45 eV
**LUMO energy**: 0.159 eV
**ΔE to the lowest compared entry with this formula, charge and spin**: 5.189 eV

=====

Entry 8:
The following is a quantum chemistry calculation of C17H20IN5O3Sn as an isolated structure, from the Open Molecules 2025 dataset.

ORCA input file:
```
! wB97M-V def2-TZVPD RIJCOSX def2/J DEFGRID3
* xyz 0 1
Sn 1.03 0.13 -0.77
C -1.18 -2.33 -3.92
C -0.53 -2.07 -2.58
O -0.04 -0.88 -2.44
C -0.50 -3.05 -1.63
C -0.06 -2.92 -0.27
C -0.25 -4.12 0.61
N 0.44 -1.81 0.23
N 0.64 -1.89 1.62
C 0.97 -0.76 2.14
O 1.13 0.35 1.47
C 1.17 -0.72 3.62
C 1.24 0.50 4.28
C 1.42 0.54 5.66
C 1.53 -0.63 6.38
C 1.48 -1.86 5.72
C 1.30 -1.90 4.35
H -2.09 -1.74 -3.99
H -1.44 -3.38 -4.05
H -0.51 -2.02 -4.72
H -0.91 -4.01 -1.89
H -0.65 -4.95 0.04
H -0.92 -3.88 1.43
H 0.70 -4.40 1.07
H 1.17 1.41 3.71
H 1.47 1.50 6.16
H 1.68 -0.60 7.45
H 1.58 -2.78 6.28
H 1.25 -2.85 3.83
I -2.76 5.45 -0.90
C -1.75 3.77 -0.30
C -1.14 3.54 0.92
N -0.60 2.32 0.86
N -0.83 1.73 -0.33
C -1.52 2.60 -1.05
H -1.06 4.15 1.79
H -0.04 1.79 1.53
H -1.82 2.37 -2.05
C 0.16 3.65 -4.82
C 0.45 2.37 -4.07
N -0.36 1.32 -4.36
O 1.34 2.29 -3.24
H -0.11 3.46 -5.86
H 1.05 4.28 -4.78
H -0.66 4.17 -4.33
H -1.13 1.43 -5.00
H -0.29 0.47 -3.80
*
```

Values from the calculation:
**Frontier orbital gap**: 7.9 eV
**HOMO**: -7.53 eV
**LUMO energy**: 0.372 eV
**ΔE to the lowest compared entry with this formula, charge and spin**: 0.425 eV